{
  "formula": "C4H9F3NOP",
  "method": "wB97M-V/def2-TZVPD",
  "de_lowest_ev": 0.696,
  "e_tot_ev": -25272.37176,
  "mol_weight_g_mol": 175.09,
  "homo_energy_ev": -8.516,
  "e_lumo_ev": 0.45,
  "orbital_gap_ha": 0.3294,
  "elements": ["C", "C", "C", "C", "N", "O", "F", "F", "F", "P", "H", "H", "H", "H", "H", "H", "H", "H", "H"],
  "xyz": [[1.38896, 1.11303, -1.59897], [0.41138, 1.81158, 0.97581], [-0.19846, -1.58689, 0.06955], [-0.69206, -1.47599, 1.50658], [-1.24904, -1.77799, -0.80595], [-1.30203, 1.10742, -1.11742], [0.02784, -0.82228, 2.37933], [-1.89069, -0.79759, 1.53571], [-0.97892, -2.64009, 2.12883], [-0.01514, 0.79830, -0.48565], [1.87130, 2.00099, -1.25758], [2.11818, 0.36805, -1.49047], [0.99935, 1.23377, -2.57935], [0.47671, 2.90087, 0.68274], [-0.36381, 1.51266, 1.63545], [1.44905, 1.54944, 1.21852], [0.75632, -2.08884, -0.09814], [-1.71727, -0.91007, -0.97307], [-1.09166, -2.29636, -1.72592]],
  "atomic_forces_ev_per_a": [[-0.91, 0.06, 0.90], [0.87, 0.51, -1.96], [0.58, 3.30, -0.12], [-2.35, -0.17, 0.45], [-0.11, -2.45, -2.15], [-1.27, -0.23, -0.48], [2.02, 0.76, 0.33], [0.30, -0.16, -0.71], [0.28, -0.68, -0.69], [2.05, -1.12, 1.27], [0.16, 0.96, 0.08], [0.97, -1.34, -0.29], [-0.06, -0.06, -0.95], [-0.68, -1.11, 0.37], [-0.25, 0.41, 1.36], [-0.46, -0.30, 0.59], [-0.35, -0.02, 0.23], [-0.84, 0.51, -0.32], [0.06, 1.12, 2.09]]
}